(1)
C45H41GeN3O2P2Ru | ωB97M-V/def2-TZVPD

Geometry as XYZ:
```
95
Properties=species:S:1:pos:R:3
Ru 0.153 -0.904 -0.532
C -3.247 -0.244 -2.917
N -2.529 0.017 -1.670
P -1.089 0.967 -1.703
C -1.721 2.219 -2.881
C -2.648 3.138 -2.374
C -3.156 4.143 -3.166
C -2.721 4.279 -4.479
C -1.762 3.409 -4.975
C -1.256 2.395 -4.186
C 0.104 -0.004 -2.700
C 1.338 0.607 -2.986
C 2.361 -0.103 -3.570
C 2.196 -1.454 -3.866
C 0.998 -2.080 -3.577
C -0.052 -1.382 -2.981
P -2.336 -1.241 -0.473
C -4.106 -1.807 -0.534
C -5.182 -0.935 -0.329
C -6.451 -1.436 -0.140
C -6.672 -2.807 -0.128
C -5.605 -3.681 -0.282
C -4.333 -3.180 -0.466
C -2.556 -0.345 1.099
C -2.369 -1.102 2.259
C -2.552 -0.532 3.501
C -2.916 0.802 3.605
C -3.080 1.563 2.459
C -2.902 0.994 1.210
H -2.578 -0.294 -3.781
H -3.978 0.547 -3.105
H -3.777 -1.195 -2.823
H -2.984 3.035 -1.350
H -3.887 4.836 -2.770
H -3.121 5.062 -5.107
H -1.411 3.530 -5.990
H -0.521 1.713 -4.593
H 1.460 1.655 -2.743
H 3.301 0.388 -3.776
H 3.015 -2.012 -4.294
H 0.878 -3.130 -3.803
H -1.028 -1.869 -2.898
H -5.015 0.131 -0.348
H -7.288 -0.761 -0.007
H -7.672 -3.192 0.005
H -5.774 -4.750 -0.258
H -3.485 -3.847 -0.572
H -2.097 -2.145 2.162
H -2.416 -1.125 4.395
H -3.069 1.249 4.578
H -3.346 2.609 2.541
H -3.020 1.592 0.315
N 0.939 -3.328 -0.075
N 2.213 -3.514 -0.656
C 3.008 -2.333 -0.849
O 4.193 -2.508 -1.073
O 2.385 -1.243 -0.795
H 0.976 -3.270 0.950
H 0.321 -4.084 -0.362
H 2.764 -4.276 -0.263
C 0.350 -0.588 1.404
Ge 2.103 0.072 1.774
C 2.039 1.184 3.441
C 2.823 2.319 3.570
C 2.741 3.123 4.693
C 1.869 2.790 5.716
C 1.078 1.658 5.603
C 1.165 0.868 4.472
C 2.635 1.375 0.347
C 1.732 2.394 0.069
C 2.004 3.341 -0.905
C 3.188 3.272 -1.622
C 4.072 2.233 -1.383
C 3.792 1.286 -0.413
C 3.464 -1.357 2.197
C 2.976 -2.540 2.737
C 3.813 -3.605 3.010
C 5.163 -3.512 2.713
C 5.665 -2.336 2.184
C 4.825 -1.261 1.953
H 3.498 2.577 2.766
H 3.349 4.017 4.767
H 1.801 3.416 6.596
H 0.383 1.401 6.394
H 0.535 -0.005 4.364
H 0.803 2.445 0.629
H 1.292 4.129 -1.114
H 3.410 4.011 -2.383
H 4.982 2.159 -1.963
H 4.462 0.455 -0.267
H 1.911 -2.615 2.941
H 3.412 -4.520 3.429
H 5.820 -4.351 2.899
H 6.715 -2.265 1.936
H 5.234 -0.338 1.572
```

Multiplicity: 6
Expectation value of S²: 8.7849
E_LUMO (spin up / spin down) in hartree: 0.092 / 0.084
E_HOMO (spin up / spin down) in eV: -2.58 / -4.77
Orbital gap (spin up / spin down) in eV: 5.10 / 7.06
Net charge: -1
Total energy in a.u.: -4908.52646

=====

(2)
C45H41GeN4O3PTi | ωB97M-V/def2-TZVPD

Geometry as XYZ:
```
96
Properties=species:S:1:pos:R:3
Ti 0.233 -0.558 0.782
C 4.958 -2.794 2.525
C 5.132 -1.442 2.790
C 4.114 -0.541 2.543
C 2.898 -0.983 2.012
C 2.752 -2.341 1.695
C 3.771 -3.236 1.960
N 1.796 -0.147 1.825
N 1.782 0.974 2.525
C 0.528 1.471 2.696
C 0.331 2.501 3.639
C -0.947 2.820 4.033
C -2.033 2.104 3.532
C -1.850 1.143 2.543
C -0.585 0.861 2.057
H 5.742 -3.502 2.748
H 6.076 -1.089 3.185
H 4.242 0.513 2.745
H 1.822 -2.702 1.260
H 3.643 -4.283 1.717
H 1.194 2.994 4.065
H -1.112 3.609 4.753
H -3.031 2.289 3.903
H -2.717 0.623 2.155
C -0.804 -2.758 4.355
C -0.204 -1.860 3.490
N -0.413 -1.864 2.170
C -1.262 -2.814 1.677
C -1.910 -3.769 2.491
C -1.668 -3.725 3.864
C -2.752 -4.742 1.867
C -2.913 -4.772 0.525
C -2.261 -3.820 -0.319
C -2.384 -3.819 -1.710
C -1.703 -2.858 -2.437
C -0.930 -1.915 -1.776
N -0.788 -1.872 -0.450
C -1.446 -2.831 0.276
H -0.592 -2.706 5.412
H 0.474 -1.102 3.867
H -2.138 -4.443 4.520
H -3.244 -5.465 2.501
H -3.534 -5.515 0.045
H -3.005 -4.555 -2.199
H -1.776 -2.820 -3.513
H -0.409 -1.156 -2.345
C -1.364 0.579 -5.569
C -2.426 0.524 -4.680
C -2.215 0.744 -3.327
C -0.941 1.029 -2.835
C 0.116 1.085 -3.741
C -0.094 0.867 -5.094
Ge -0.714 1.390 -0.855
C -2.644 1.659 -0.368
C -3.494 0.566 -0.207
C -4.844 0.738 0.056
C -5.367 2.019 0.159
C -4.531 3.114 0.011
C -3.179 2.936 -0.245
C 0.047 3.251 -0.842
C 0.059 3.972 -2.033
C 0.512 5.282 -2.068
C 0.974 5.892 -0.913
C 0.957 5.189 0.281
C 0.497 3.882 0.314
H -1.521 0.403 -6.624
H -3.425 0.310 -5.033
H -3.055 0.708 -2.647
H 1.116 1.300 -3.393
H 0.741 0.919 -5.780
H -3.090 -0.443 -0.282
H -5.486 -0.123 0.183
H -6.420 2.165 0.352
H -4.932 4.114 0.091
H -2.530 3.796 -0.352
H -0.295 3.506 -2.942
H 0.493 5.826 -3.002
H 1.340 6.908 -0.938
H 1.295 5.661 1.194
H 0.488 3.357 1.257
C 4.773 -0.762 -1.757
O 3.834 -1.026 -0.705
P 2.250 -0.791 -0.930
O 2.202 0.731 -1.505
C 2.963 1.759 -0.859
O 1.998 -1.470 -2.386
C 2.066 -2.894 -2.438
H 5.567 -0.137 -1.348
H 4.302 -0.253 -2.599
H 5.202 -1.706 -2.090
H 4.015 1.481 -0.778
H 2.577 1.985 0.137
H 2.865 2.645 -1.485
H 1.771 -3.189 -3.443
H 3.081 -3.239 -2.227
H 1.386 -3.360 -1.718
```

Multiplicity: 2
Expectation value of S²: 0.7999
E_LUMO (spin up / spin down) in hartree: -0.155 / -0.154
E_HOMO (spin up / spin down) in eV: -9.68 / -9.74
Orbital gap (spin up / spin down) in eV: 5.45 / 5.54
Net charge: +1
Total energy in a.u.: -5451.70910

=====

(3)
C45H42BN2O3P2PbSi | ωB97M-V/def2-TZVPD

Geometry as XYZ:
```
97
Properties=species:S:1:pos:R:3
Pb 0.855 0.310 1.276
C 2.128 2.776 -2.589
N 1.729 1.967 -1.424
P 2.880 1.006 -0.610
C 4.375 1.979 -0.381
C 4.584 2.553 0.873
C 5.697 3.350 1.096
C 6.605 3.567 0.070
C 6.408 2.987 -1.179
C 5.298 2.191 -1.406
C 3.306 -0.312 -1.764
C 2.410 -0.723 -2.747
C 2.715 -1.812 -3.550
C 3.900 -2.505 -3.361
C 4.788 -2.112 -2.368
C 4.494 -1.020 -1.570
P 0.494 2.506 -0.388
C 0.820 4.221 0.039
C 1.520 4.486 1.216
C 1.861 5.791 1.538
C 1.499 6.828 0.691
C 0.788 6.570 -0.475
C 0.443 5.269 -0.801
C -1.029 2.519 -1.344
C -2.146 3.113 -0.755
C -3.367 3.090 -1.404
C -3.480 2.481 -2.647
C -2.374 1.885 -3.232
C -1.150 1.886 -2.577
H 2.607 2.137 -3.332
H 2.820 3.567 -2.295
H 1.248 3.228 -3.043
H 3.884 2.367 1.680
H 5.861 3.789 2.070
H 7.476 4.184 0.243
H 7.124 3.151 -1.972
H 5.153 1.732 -2.376
H 1.474 -0.196 -2.885
H 2.020 -2.122 -4.318
H 4.134 -3.356 -3.987
H 5.711 -2.655 -2.218
H 5.195 -0.712 -0.802
H 1.775 3.679 1.892
H 2.394 5.998 2.456
H 1.761 7.846 0.945
H 0.496 7.384 -1.124
H -0.125 5.070 -1.702
H -2.061 3.598 0.211
H -4.231 3.550 -0.943
H -4.432 2.472 -3.159
H -2.463 1.424 -4.206
H -0.292 1.409 -3.033
O -4.721 -0.536 1.741
C -4.162 -1.260 2.744
C -4.861 -1.588 3.898
C -4.260 -2.356 4.879
C -2.963 -2.826 4.719
C -2.278 -2.517 3.559
C -2.859 -1.728 2.570
C -2.039 -1.292 1.410
O -1.945 -0.131 1.075
O -1.280 -2.215 0.814
H -5.602 -0.250 2.005
H -5.878 -1.235 4.024
H -4.814 -2.595 5.777
H -2.496 -3.423 5.488
H -1.265 -2.876 3.418
C -1.094 -3.775 -4.322
C -1.436 -2.614 -3.645
C -1.519 -2.612 -2.258
C -1.269 -3.778 -1.533
C -0.915 -4.936 -2.231
C -0.829 -4.939 -3.614
Si -1.407 -3.842 0.312
C -2.958 -4.630 0.905
C -4.201 -4.222 0.409
C -5.372 -4.762 0.913
C -5.315 -5.728 1.910
C -4.091 -6.158 2.398
C -2.918 -5.608 1.899
H -1.035 -3.775 -5.403
H -1.653 -1.712 -4.199
H -1.792 -1.696 -1.744
H -0.722 -5.858 -1.692
H -0.566 -5.847 -4.139
H -0.234 -4.505 0.920
H -4.257 -3.476 -0.377
H -6.329 -4.439 0.524
H -6.230 -6.153 2.302
H -4.049 -6.916 3.169
H -1.965 -5.946 2.289
B 1.704 2.191 5.657
C 1.617 1.842 4.138
N 1.553 1.583 3.003
H 1.622 3.391 5.769
H 2.753 1.742 6.055
H 0.748 1.615 6.135
```

E_LUMO in hartree: -0.106
E_HOMO in eV: -10.93
Orbital gap in eV: 8.06
Net charge: +1
Total energy in a.u.: -3265.02953